Record 1
Formula: C5H2ClN
Source: the Open Molecules 2025 dataset
Level of theory: ωB97M-V/def2-TZVPD

Each line ends with the Löwdin charge.
Geometry (Å):
C: 1.034 -2.192 -0.563  0.161
C: 0.797 -0.929 -0.343  -0.448
C: -0.699 0.668 0.293  -0.083
C: 0.607 1.193 0.022  -0.088
C: -0.634 -0.669 0.066  -0.657
N: 1.450 0.284 -0.342  0.119
Cl: -1.889 -1.795 0.178  0.771
H: -1.567 1.212 0.612  0.103
H: 0.901 2.228 0.077  0.122

Atomic forces in eV per Å
C 2.6 -5.2 -1.3
C -1.3 5.0 0.9
C -0.8 0.2 0.3
C -2.2 0.6 0.6
C -0.8 1.8 0.4
N 2.1 -3.1 -0.9
Cl 0.5 0.3 0.0
H -0.1 0.2 0.0
H 0.0 0.2 0.1

- E_LUMO (spin up / spin down): -0.956 / -3.939 eV
- Strongest force on any atom: 5.9 eV/A
- Frontier orbital gap (spin up / spin down): 7.07 / 5.91 eV
- Energy relative to the best compared isomer or geometry (same formula, charge and spin): 22.5 kcal/mol
- Highest occupied orbital energy (spin up / spin down): -8.03 / -9.85 eV
- Calculated total energy: -19222.30958 eV
- Multiplicity: 3

Record 2
Formula: C5H2ClN3S3
Source: the Open Molecules 2025 dataset
Level of theory: ωB97M-V/def2-TZVPD

Each line ends with the Löwdin charge.
Geometry (Å):
Cl: -0.068 1.916 -0.697  0.693
C: 1.289 0.854 -0.189  -0.755
N: 2.496 1.346 0.149  -0.304
S: 3.557 0.017 0.555  0.570
S: 2.322 -1.582 -0.244  0.664
C: 0.864 -0.555 -0.241  -0.699
N: -0.335 -0.986 -0.339  0.030
C: -1.512 -0.499 0.157  -0.667
N: -1.766 -0.013 1.352  0.049
C: -3.172 0.212 1.534  -0.233
C: -3.895 -0.034 0.469  -0.488
S: -3.044 -0.682 -0.880  0.953
H: -3.426 0.807 2.360  0.086
H: -4.961 0.284 0.103  0.101

Atomic forces in eV per Å
Cl 1.8 -0.2 0.5
C 1.7 3.1 0.7
N -3.4 -3.3 -0.7
S -1.5 0.4 -1.1
S 0.0 1.0 0.5
C -0.6 -0.4 0.1
N 1.6 -0.7 0.8
C -2.1 0.6 0.0
N -0.4 -0.9 -1.2
C 3.2 0.4 -0.4
C -3.9 0.3 -3.3
S 2.1 0.1 1.4
H -0.5 0.3 1.1
H 2.0 -0.7 1.7

- E_LUMO: -1.425 eV
- Strongest force on any atom: 5.1 eV/A
- Frontier orbital gap: 7.07 eV
- Energy relative to the best compared isomer or geometry (same formula, charge and spin): 34.7 kcal/mol
- Structure (SMILES): Clc1nss/c1=N/c1nccs1
- Highest occupied orbital energy: -8.50 eV
- Calculated total energy: -54713.36390 eV

Record 3
Formula: C5H2F6O2
Source: the Open Molecules 2025 dataset
Level of theory: ωB97M-V/def2-TZVPD

Each line ends with the Löwdin charge.
Geometry (Å):
C: 1.245 -0.914 0.469  -0.334
C: 0.093 -0.012 -0.038  -0.049
C: -0.517 -1.428 -0.289  -0.526
C: 0.448 1.040 -1.133  -0.083
C: -0.619 0.685 1.168  -0.622
O: 2.322 -0.681 0.928  0.207
O: 0.576 -2.074 0.152  0.227
F: -0.743 -1.640 -1.607  0.152
F: -1.596 -1.878 0.374  0.177
F: -0.672 1.738 -1.567  -0.032
F: -0.317 1.980 1.010  0.148
F: -1.900 0.566 1.157  0.227
F: -0.191 0.323 2.360  0.199
H: 0.698 0.441 -2.071  0.156
H: 1.174 1.855 -0.912  0.154

Atomic forces in eV per Å
C 1.5 2.0 0.1
C -0.4 0.2 1.9
C -1.9 1.0 -2.1
C -0.4 -1.2 -2.4
C 1.8 0.9 -1.3
O -1.5 -1.2 -0.6
O 2.2 -1.3 1.0
F 0.0 -0.3 0.3
F 0.4 0.6 -0.2
F -0.5 -0.2 0.5
F 0.0 0.9 0.7
F -2.1 -0.2 -0.3
F 0.5 -0.6 0.7
H 0.5 0.7 1.3
H -0.1 -1.4 0.5

- E_LUMO: 0.634 eV
- Strongest force on any atom: 3.0 eV/A
- Frontier orbital gap: 12.60 eV
- Energy relative to the best compared isomer or geometry (same formula, charge and spin): 0.0 kcal/mol
- Highest occupied orbital energy: -11.96 eV
- Calculated total energy: -25616.66327 eV

Record 4
Formula: C5H2F7IO3P
Source: the Open Molecules 2025 dataset
Level of theory: ωB97M-V/def2-TZVPD

Each line ends with the Löwdin charge.
Geometry (Å):
O: 2.051 0.868 1.443  -0.296
C: 2.111 0.481 0.321  -0.415
O: 2.596 1.364 -0.663  0.061
C: 1.661 -0.924 -0.147  -0.322
F: 2.060 -1.236 -1.413  0.127
F: 2.303 -1.833 0.671  0.116
C: 0.139 -1.206 0.029  -0.345
F: -0.048 -2.538 -0.267  0.123
F: -0.212 -1.052 1.318  0.125
C: -0.803 -0.416 -0.936  -0.372
F: -0.408 0.869 -1.168  0.099
F: -0.919 -1.063 -2.126  0.127
C: -2.236 -0.371 -0.241  -0.477
O: -2.816 -1.378 -0.025  0.093
P: -3.085 1.242 0.283  0.977
F: -2.801 2.369 -0.894  -0.390
H: 1.813 1.670 -1.156  0.097
H: -2.360 1.628 1.451  -0.055
I: 0.952 1.526 3.521  -0.275

Atomic forces in eV per Å
O 2.0 -2.2 -2.1
C 0.2 1.8 -0.8
O -1.0 -1.0 -0.2
C 0.9 -0.6 0.9
F -0.6 0.5 0.4
F -0.5 0.5 -0.4
C 0.5 -1.1 -0.4
F 0.1 0.8 0.0
F 0.1 0.4 -0.8
C -1.5 -0.2 0.5
F 0.3 -0.7 0.1
F 0.3 0.5 0.5
C 1.5 1.4 -0.4
O -0.5 -0.8 0.1
P -1.7 0.4 -0.5
F 0.6 -0.9 1.1
H 0.4 0.0 -0.1
H 0.8 0.0 -0.7
I -1.9 1.1 2.6

- E_LUMO: 1.779 eV
- Charge: -1
- Strongest force on any atom: 3.6 eV/A
- Frontier orbital gap: 4.57 eV
- Highest occupied orbital energy: -2.79 eV
- Calculated total energy: -47771.82502 eV

Which value of calculated total energy does entry 4 give?
-47771.82502 eV

What is the calculated total energy in the fourth record?
-47771.82502 eV

What did the second record say?
Formula: C5H2ClN3S3
Source: the Open Molecules 2025 dataset
Level of theory: ωB97M-V/def2-TZVPD

Each line ends with the Löwdin charge.
Geometry (Å):
Cl: -0.068 1.916 -0.697  0.693
C: 1.289 0.854 -0.189  -0.755
N: 2.496 1.346 0.149  -0.304
S: 3.557 0.017 0.555  0.570
S: 2.322 -1.582 -0.244  0.664
C: 0.864 -0.555 -0.241  -0.699
N: -0.335 -0.986 -0.339  0.030
C: -1.512 -0.499 0.157  -0.667
N: -1.766 -0.013 1.352  0.049
C: -3.172 0.212 1.534  -0.233
C: -3.895 -0.034 0.469  -0.488
S: -3.044 -0.682 -0.880  0.953
H: -3.426 0.807 2.360  0.086
H: -4.961 0.284 0.103  0.101

Atomic forces in eV per Å
Cl 1.8 -0.2 0.5
C 1.7 3.1 0.7
N -3.4 -3.3 -0.7
S -1.5 0.4 -1.1
S 0.0 1.0 0.5
C -0.6 -0.4 0.1
N 1.6 -0.7 0.8
C -2.1 0.6 0.0
N -0.4 -0.9 -1.2
C 3.2 0.4 -0.4
C -3.9 0.3 -3.3
S 2.1 0.1 1.4
H -0.5 0.3 1.1
H 2.0 -0.7 1.7

- E_LUMO: -1.425 eV
- Strongest force on any atom: 5.1 eV/A
- Frontier orbital gap: 7.07 eV
- Energy relative to the best compared isomer or geometry (same formula, charge and spin): 34.7 kcal/mol
- Structure (SMILES): Clc1nss/c1=N/c1nccs1
- Highest occupied orbital energy: -8.50 eV
- Calculated total energy: -54713.36390 eV